(1)
Entry from the OMol25 dataset: an isolated ion of composition C6H13O and charge -1 in a non-equilibrium geometry (ωB97M-V with the def2-TZVPD basis set).

Geometry (Å):
H1 -0.8688 -2.1678 -0.1314
H2 1.7512 1.0201 0.0322
O1 0.5820 0.0206 2.3914
C1 -0.5712 -0.6862 2.2194
H3 -1.1415 -0.6008 3.1613
H4 -0.3368 -1.7164 2.3377
H5 0.5266 1.0837 -2.6716
C2 -1.3248 -0.3418 0.9879
C3 -0.7769 -1.0952 -0.2657
C4 0.9940 1.6307 -1.9220
H6 1.9220 1.9035 -2.3644
H7 0.5048 2.5548 -1.8450
C5 0.8903 0.8826 -0.5652
H8 -2.2812 -0.7550 1.1697
H9 -1.5195 -0.9799 -1.0824
H10 -1.3403 0.7158 0.7706
H11 1.2922 -1.1759 0.1796
H12 -0.0042 1.2834 -0.0771
C6 0.6729 -0.6614 -0.6508
H13 1.0291 -0.9148 -1.6741

Forces on atoms 1 to 6 (eV/Å):
H 0.50 -0.35 0.50
H 0.63 0.56 0.87
O 0.57 0.44 -0.40
C 2.17 1.83 2.16
H -1.32 0.55 0.08
H -0.02 -2.19 -0.93

## Properties
- Structure (SMILES): CCCCCC[O-]
- Net charge: -1
- Strongest force on any atom: 3.569 eV Å⁻¹
- Kohn-Sham gap: 5.751 eV
- Relative energy (zero: lowest compared OMol25 entry of this formula, charge and spin): 30.7 kcal/mol

Which charges does Löwdin predict for the atoms? In e, they are:
1. H 0.08
2. H 0.08
3. O -0.37
4. C -0.56
5. H 0.07
6. H 0.06
7. H 0.03
8. C -0.23
9. C -0.22
10. C -0.11
11. H 0.04
12. H 0.04
13. C -0.24
14. H 0.07
15. H 0.09
16. H 0.08
17. H 0.12
18. H 0.07
19. C -0.20
20. H 0.09



(2)
Entry from the OMol25 dataset: a 2-piece molecular cluster, C6H13O overall in a non-equilibrium geometry (ωB97M-V with the def2-TZVPD basis set).

Geometry (Å):
H1 0.4653 -3.6531 -0.9674
H2 1.4713 3.7365 0.0525
C1 -0.2146 1.6181 -0.9127
H3 -1.2646 -3.5220 -1.6212
H4 1.6562 0.8898 2.0185
C2 0.8965 3.2215 0.8098
H5 -0.2791 -2.3742 1.0519
H6 0.0046 3.8129 0.9446
C3 1.0544 0.7602 1.1140
H7 0.7161 -0.2445 0.8465
O1 -0.5740 -1.1604 -0.5657
C4 -0.9371 -2.2948 0.0874
H8 -1.1004 2.2833 -0.9529
C5 -0.6403 -3.5555 -0.7689
H9 1.4195 3.3365 1.7785
C6 0.6209 1.8130 0.3567
H10 0.3942 1.9643 -1.7794
H11 -2.0083 -2.4285 0.4057
H12 -0.5702 0.5503 -1.0874
H13 -0.9904 -4.4428 -0.2820

Forces on atoms 1 to 6 (eV/Å):
H -1.18 0.19 -0.18
H 0.27 0.47 -0.31
C 0.03 -0.22 -0.52
H -0.19 0.40 -1.52
H -0.18 0.31 -0.29
C 0.48 -0.14 0.09

## Properties
- Net charge: -2
- 2S+1: 2
- Strongest force on any atom: 2.136 eV Å⁻¹
- Kohn-Sham gap (alpha / beta): 2.166 / 6.699 eV
- Relative energy (zero: lowest compared OMol25 entry of this formula, charge and spin): 11.7 kcal/mol

Which charges does Löwdin predict for the atoms? In e, they are:
1. H 0.07
2. H -0.04
3. C -0.14
4. H 0.02
5. H 0.01
6. C -0.57
7. H 0.08
8. H -0.04
9. C -0.03
10. H 0.01
11. O -0.37
12. C -0.57
13. H 0.04
14. C -0.17
15. H -0.04
16. C -0.42
17. H 0.05
18. H 0.07
19. H 0.03
20. H 0.01



(3)
Entry from the OMol25 dataset: an isolated ion of composition C6H13O and charge +1 in a non-equilibrium geometry (ωB97M-V with the def2-TZVPD basis set).

Geometry (Å):
C1 1.4646 0.8044 0.1747
H1 1.9951 1.0193 1.1075
H2 -0.9137 0.8255 -1.0746
C2 2.4655 0.1168 -0.8461
H3 3.0812 1.0782 -1.1066
H4 -3.0333 0.2139 -1.4733
C3 0.4106 -0.2125 0.2993
H5 1.0802 -1.1554 2.0815
C4 0.5632 -1.4350 1.1167
H6 1.9937 -0.2059 -1.7312
H7 -0.3248 -1.9912 1.3014
H8 -4.0403 -0.5285 -0.1496
O1 -2.0741 -0.4729 0.1681
H9 1.2942 -2.1131 0.5894
H10 -3.2063 1.2211 0.0471
H11 -0.9243 1.2646 0.6431
H12 1.1537 1.7841 -0.2741
C5 -0.8419 0.3133 -0.0559
C6 -3.1683 0.1747 -0.3567
H13 3.0251 -0.7016 -0.4607

Forces on atoms 1 to 6 (eV/Å):
C 0.73 -0.73 -1.15
H -0.13 -0.36 -0.05
H 0.45 -0.64 0.95
C 1.02 3.69 0.32
H -0.44 -2.34 0.16
H -0.46 0.25 0.75

## Properties
- Net charge: +1
- Strongest force on any atom: 5.098 eV Å⁻¹
- Kohn-Sham gap: 8.133 eV
- Relative energy (zero: lowest compared OMol25 entry of this formula, charge and spin): 34.1 kcal/mol

Which charges does Löwdin predict for the atoms? In e, they are:
1. C -0.17
2. H 0.15
3. H 0.19
4. C -0.03
5. H 0.14
6. H 0.10
7. C -0.13
8. H 0.15
9. C 0.05
10. H 0.07
11. H 0.09
12. H 0.13
13. O -0.18
14. H 0.14
15. H 0.11
16. H 0.23
17. H 0.14
18. C -0.13
19. C -0.13
20. H 0.07



(4)
Entry from the OMol25 dataset: an isolated ion of composition C6H13O and charge +1 in a non-equilibrium geometry (ωB97M-V with the def2-TZVPD basis set).

Geometry (Å):
H1 1.6233 1.4458 -0.2097
H2 1.5760 -1.3704 0.8323
C1 0.0542 -0.0917 0.2686
C2 -1.5990 -2.0699 0.7523
H3 -1.9482 -0.1451 0.1682
C3 0.7089 0.8906 -0.6458
H4 -1.7013 -3.0025 0.0248
H5 -0.9564 -2.3216 1.6421
H6 -1.3526 -0.8792 -1.0118
H7 -0.3016 3.9536 -1.4858
H8 1.2365 3.7439 -0.8655
H9 0.4519 -1.0942 2.1568
H10 1.1704 0.3349 -1.4206
H11 1.6658 0.2121 1.6350
O1 0.0838 1.9362 -1.3463
H12 -0.3804 3.4452 0.1134
H13 -2.5573 -2.0690 1.2773
C4 -1.1665 -0.8466 0.0525
C5 0.1877 3.2669 -0.7982
C6 0.9054 -0.5391 1.3036

Forces on atoms 1 to 6 (eV/Å):
H -1.22 -1.49 0.34
H -0.99 1.03 0.33
C -0.13 -1.05 -0.41
C 0.38 -3.85 1.07
H -1.18 1.80 0.47
C 1.59 3.95 0.50

## Properties
- Net charge: +1
- Strongest force on any atom: 4.287 eV Å⁻¹
- Kohn-Sham gap: 8.390 eV
- Relative energy (zero: lowest compared OMol25 entry of this formula, charge and spin): 49.9 kcal/mol

Which charges does Löwdin predict for the atoms? In e, they are:
1. H 0.17
2. H 0.20
3. C -0.06
4. C -0.07
5. H 0.16
6. C -0.16
7. H 0.15
8. H 0.08
9. H 0.16
10. H 0.09
11. H 0.13
12. H 0.12
13. H 0.16
14. H 0.13
15. O -0.16
16. H 0.09
17. H 0.09
18. C -0.19
19. C -0.07
20. C 0.00



(5)
Entry from the OMol25 dataset: a 2-piece molecular cluster, C6H13O2 overall in a non-equilibrium geometry (ωB97M-V with the def2-TZVPD basis set).

Geometry (Å):
C1 1.1180 -1.7344 -1.3760
H1 -0.9740 -2.5555 -0.7486
C2 -0.9496 1.1278 2.0470
H2 2.3364 -3.4002 -0.8597
H3 0.4302 2.8945 1.4670
H4 2.7824 -2.0331 0.0812
H5 1.4865 -1.8193 -2.3989
H6 -0.9919 3.7928 -0.2190
H7 -0.7720 -2.0201 -2.3267
C3 -1.2736 2.8178 0.1177
H8 -0.7357 -0.7709 -1.1430
C4 -0.3955 -1.7987 -1.3326
H9 1.4867 -0.6457 -1.3429
C5 1.9292 -2.5411 -0.3555
H10 -0.6181 2.1704 -0.4939
H11 -1.1616 3.1764 2.2485
C6 -0.6243 2.5665 1.5296
H12 1.2134 -2.8287 0.4123
O1 -0.9156 1.1304 3.3119
H13 -2.2202 2.3176 0.0793
O2 -1.1505 0.1534 1.3022

Forces on atoms 1 to 6 (eV/Å):
C 1.83 2.36 -0.26
H 1.13 0.75 0.35
C 1.35 0.29 1.86
H 0.05 -0.78 0.07
H -0.34 -0.61 0.40
H -0.12 0.37 0.11

## Properties
- Net charge: -1
- Strongest force on any atom: 3.942 eV Å⁻¹
- Kohn-Sham gap: 7.480 eV
- Relative energy (zero: lowest compared OMol25 entry of this formula, charge and spin): 36.5 kcal/mol

Which charges does Löwdin predict for the atoms? In e, they are:
1. C -0.33
2. H 0.09
3. C -0.75
4. H 0.05
5. H 0.10
6. H 0.06
7. H 0.08
8. H 0.04
9. H 0.04
10. C -0.13
11. H 0.06
12. C -0.14
13. H 0.11
14. C -0.12
15. H 0.05
16. H 0.07
17. C -0.19
18. H 0.07
19. O -0.13
20. H 0.06
21. O -0.07



(6)
Entry from the OMol25 dataset: a 2-piece molecular cluster, C6H13O2 overall in a non-equilibrium geometry (ωB97M-V with the def2-TZVPD basis set).

Geometry (Å):
H1 -0.9267 -0.0181 1.7342
H2 1.4878 -1.5643 -1.5399
H3 3.3470 -0.3644 0.4827
H4 -2.2586 -0.2304 2.8099
C1 1.5473 0.3522 -0.5362
H5 2.3671 -0.3742 -2.4542
H6 1.0997 1.3203 -0.7506
H7 -1.5907 -1.6369 1.8947
H8 0.5735 -0.4032 -2.3531
H9 -2.9985 -1.2157 0.1533
C2 1.5011 -0.4886 -1.7947
C3 -2.1953 0.7274 -0.2995
H10 3.6389 0.7703 -0.7700
C4 2.9389 0.5568 0.0337
C5 -2.8108 -0.2837 0.6831
H11 0.8533 -0.0592 0.1943
H12 2.9588 1.2528 0.8753
C6 -1.8575 -0.5813 1.8794
O1 -1.9362 0.2418 -1.4375
H13 -3.7326 0.1039 1.1117
O2 -2.0065 1.8944 0.0834

Forces on atoms 1 to 6 (eV/Å):
H -0.10 -0.11 0.05
H 0.28 0.20 0.12
H -0.26 -0.09 -0.19
H -0.27 -0.14 0.63
C -0.48 0.57 -0.15
H -0.07 0.36 0.00

## Properties
- Net charge: -1
- Strongest force on any atom: 1.528 eV Å⁻¹
- Kohn-Sham gap: 7.592 eV
- Relative energy (zero: lowest compared OMol25 entry of this formula, charge and spin): 12.6 kcal/mol

Which charges does Löwdin predict for the atoms? In e, they are:
1. H 0.05
2. H 0.07
3. H 0.06
4. H 0.04
5. C -0.32
6. H 0.06
7. H 0.10
8. H 0.05
9. H 0.06
10. H 0.08
11. C -0.13
12. C -0.78
13. H 0.06
14. C -0.14
15. C -0.19
16. H 0.09
17. H 0.06
18. C -0.11
19. O -0.11
20. H 0.09
21. O -0.08